No. 1
Molecular formula: C28H28N2O2PS3ScSe2
Method: DFT, ωB97M-V/def2-TZVPD

The calculation puts the HOMO energy at -7.7 eV. The spin multiplicity is 1. Its max |F| is 0.4 eV Å⁻¹. As for the total charge: 0. For the energy above the lowest of the compared OMol25 structures with the same formula, charge and spin, the calculation gives 0.0 kJ/mol. The value obtained for the LUMO energy is -0.0135 hartree. The HOMO-LUMO gap is 7.32 eV. As for the electronic energy: -229756.53848 eV.

```
67
C28H28N2O2PS3ScSe2 | the Open Molecules 2025 dataset | ωB97M-V/def2-TZVPD
Se 0.86 -0.65 1.12
Se 1.25 1.75 -1.47
Sc -0.93 0.04 -0.86
S -1.75 -0.08 -3.39
S 0.61 -1.59 -2.52
S -2.00 -3.14 -1.40
P 2.23 0.75 0.16
O -0.22 -1.61 -4.94
O -2.02 -1.78 -0.72
N -3.26 1.35 1.01
N -2.52 0.35 1.04
C 4.45 0.33 -1.45
C 3.41 3.12 0.94
C 2.73 1.71 2.76
C 6.14 -1.32 -1.04
C 2.81 1.95 1.40
C -2.00 2.92 -2.05
C -3.46 -3.91 -0.68
C -3.80 -0.86 4.33
C 3.85 3.79 3.21
C 3.75 -0.11 -0.34
C -1.12 -1.28 -6.00
C -0.75 -4.09 -0.53
C 5.65 -0.28 -1.80
C -3.18 -2.10 4.42
C 3.93 4.04 1.84
C -3.91 3.34 -0.08
C 5.43 -1.77 0.07
C 3.24 2.62 3.66
C -2.13 -1.71 2.29
C -2.34 -2.51 3.40
C -0.46 -1.13 -3.73
C -3.07 2.22 -0.08
C 4.24 -1.16 0.42
C -3.60 -0.05 3.23
C -3.77 4.27 -1.10
C -2.76 -0.47 2.20
C -2.09 1.95 -1.04
C -2.80 4.05 -2.08
H 3.68 -1.52 1.28
H 3.17 2.43 4.72
H -4.08 0.92 3.17
H -0.86 -5.13 -0.83
H 2.24 0.81 3.11
H -3.52 -4.95 -1.01
H -4.39 5.15 -1.14
H -4.64 3.47 0.70
H -2.16 -1.37 -5.66
H -0.89 -3.99 0.55
H -4.31 -3.36 -1.06
H -0.91 -2.00 -6.79
H 7.07 -1.80 -1.31
H 0.22 -3.71 -0.83
H 4.25 4.50 3.91
H 6.19 0.07 -2.67
H -3.33 -2.72 5.29
H 3.46 3.33 -0.12
H -1.49 -2.03 1.49
H -1.83 -3.47 3.47
H -4.45 -0.52 5.13
H 5.81 -2.60 0.66
H -2.69 4.77 -2.88
H 4.39 4.95 1.48
H -1.27 2.79 -2.85
H -3.41 -3.83 0.40
H -0.94 -0.27 -6.35
H 4.05 1.13 -2.06
```

No. 2
Molecular formula: C28H28N3O4S2
Method: DFT, ωB97M-V/def2-TZVPD

The calculation puts the HOMO energy at -2.7 eV. The spin multiplicity is 1. Its max |F| is 2.8 eV Å⁻¹. As for the total charge: -1. The value obtained for the LUMO energy is 0.0157 hartree. The HOMO-LUMO gap is 3.15 eV. As for the electronic energy: -63820.68105 eV.

```
65
C28H28N3O4S2 | the Open Molecules 2025 dataset | ωB97M-V/def2-TZVPD
S -3.20 -2.23 -5.52
S -2.54 -1.40 3.82
O -2.88 -1.31 5.23
O -2.47 -2.69 3.17
O 1.15 -0.84 -3.66
O -2.77 0.30 -1.23
N -2.84 -0.84 -3.20
N -0.95 -1.19 -4.51
N 5.57 1.72 -2.00
C -0.08 -0.72 -3.50
C 2.12 0.16 5.27
C 0.14 -1.84 5.23
C 2.34 0.79 -0.41
C -3.99 -0.56 1.65
C -5.90 0.84 3.13
C -2.32 -1.38 -4.37
C -6.01 0.78 1.74
C -2.13 -0.19 -2.19
C 1.30 -2.02 5.96
C -5.04 0.10 1.00
C 4.19 1.55 -1.80
C 0.05 0.50 -1.33
C 0.96 0.37 4.52
C -1.10 -0.45 3.53
C 6.25 2.99 -1.82
C 6.43 0.68 -2.52
C -3.91 -0.51 3.03
C 3.25 1.89 -2.81
C 2.30 -1.03 5.97
C -4.86 0.19 3.79
C 1.91 1.58 -2.65
C -0.34 -1.79 -5.71
C 3.70 1.01 -0.58
C 1.42 0.96 -1.47
C -4.27 -0.98 -2.92
C -0.69 -0.09 -2.32
C -0.03 -0.66 4.42
H 6.67 3.35 -2.77
H -4.75 0.01 -2.84
H 5.86 -0.25 -2.66
H 1.95 0.40 0.53
H -0.84 -1.39 -6.59
H 7.08 2.87 -1.12
H 0.73 -1.56 -5.70
H -4.70 -1.55 -3.74
H 5.56 3.75 -1.43
H -5.08 0.07 -0.09
H -3.23 -1.10 1.09
H 7.25 0.49 -1.81
H 1.21 1.83 -3.45
H -6.83 1.27 1.23
H 4.41 0.78 0.22
H 2.86 0.95 5.30
H -0.44 0.68 -0.37
H 3.61 2.36 -3.74
H -0.51 -2.87 -5.69
H -6.64 1.39 3.71
H -4.40 -1.51 -1.96
H 1.41 -2.93 6.55
H 0.73 1.32 4.02
H 6.88 0.98 -3.48
H -1.32 0.55 3.16
H -4.78 0.22 4.88
H -0.68 -2.58 5.31
H 3.22 -1.21 6.52
```

No. 3
Molecular formula: C28H28N7O2RhS
Method: DFT, ωB97M-V/def2-TZVPD

The calculation puts the HOMO energy at -7.4 eV. The spin multiplicity is 1. Its max |F| is 1.3 eV Å⁻¹. As for the total charge: 0. For the energy above the lowest of the compared OMol25 structures with the same formula, charge and spin, the calculation gives 0.0 kJ/mol. The value obtained for the LUMO energy is -0.0290 hartree. The HOMO-LUMO gap is 6.58 eV. As for the electronic energy: -57859.94492 eV.

```
67
C28H28N7O2RhS | the Open Molecules 2025 dataset | ωB97M-V/def2-TZVPD
Rh -0.47 -0.33 0.05
S -0.65 -2.34 1.05
O -5.61 -1.14 -1.48
O -1.39 -1.17 -1.61
N 1.48 -0.25 -0.36
N -3.30 -0.55 -0.43
N -0.30 0.66 1.82
N 0.35 -3.63 3.02
N -0.72 1.96 -1.01
N 1.81 -1.95 2.19
N -2.42 -0.08 0.46
C 2.69 -2.30 3.12
C 2.97 5.27 0.97
C -3.50 -1.65 -2.56
C 1.72 5.19 1.58
C 1.44 0.20 -2.77
C 0.74 4.36 1.06
C -1.63 1.56 3.58
C 3.23 4.52 -0.17
C -1.52 0.90 2.36
C -2.87 -2.21 -3.68
C 0.66 -2.62 2.19
C -5.63 -2.20 -3.56
C 1.25 -3.97 3.92
C 1.70 -2.16 -1.94
C 2.47 -3.31 4.03
C 0.80 1.07 2.44
C 3.53 -0.49 -1.60
C -4.99 -2.74 -4.65
C -3.59 -2.75 -4.72
C -2.66 -1.10 -1.48
C 0.02 2.73 -0.61
C 0.76 1.73 3.65
C -4.91 -1.65 -2.50
C 2.01 -0.69 -1.65
C -2.69 0.47 1.58
C 2.26 3.69 -0.71
C 1.02 3.62 -0.09
C -0.48 1.97 4.23
H 1.87 -0.09 -3.73
H 4.20 4.58 -0.65
H 3.97 -1.10 -0.82
H -3.09 -3.17 -5.57
H 4.00 -0.76 -2.55
H 3.62 -1.75 3.12
H 1.72 0.85 1.91
H -0.23 4.29 1.53
H -3.70 0.63 1.94
H 3.73 5.91 1.38
H 2.10 -2.79 -1.14
H 2.00 -0.73 0.42
H -0.55 2.48 5.18
H -4.96 -0.79 -0.82
H -5.57 -3.16 -5.46
H 2.14 -2.48 -2.88
H -1.79 -2.21 -3.70
H -6.71 -2.19 -3.49
H 0.62 -2.32 -1.98
H 2.46 3.09 -1.58
H 0.99 -4.79 4.58
H 1.68 2.04 4.13
H -2.61 1.75 4.00
H 3.76 0.56 -1.39
H 3.20 -3.58 4.78
H 1.52 5.77 2.47
H 1.69 1.25 -2.58
H 0.36 0.11 -2.84
```

Please write out number 2 again, unchanged.
Molecular formula: C28H28N3O4S2
Method: DFT, ωB97M-V/def2-TZVPD

The calculation puts the HOMO energy at -2.7 eV. The spin multiplicity is 1. Its max |F| is 2.8 eV Å⁻¹. As for the total charge: -1. The value obtained for the LUMO energy is 0.0157 hartree. The HOMO-LUMO gap is 3.15 eV. As for the electronic energy: -63820.68105 eV.

```
65
C28H28N3O4S2 | the Open Molecules 2025 dataset | ωB97M-V/def2-TZVPD
S -3.20 -2.23 -5.52
S -2.54 -1.40 3.82
O -2.88 -1.31 5.23
O -2.47 -2.69 3.17
O 1.15 -0.84 -3.66
O -2.77 0.30 -1.23
N -2.84 -0.84 -3.20
N -0.95 -1.19 -4.51
N 5.57 1.72 -2.00
C -0.08 -0.72 -3.50
C 2.12 0.16 5.27
C 0.14 -1.84 5.23
C 2.34 0.79 -0.41
C -3.99 -0.56 1.65
C -5.90 0.84 3.13
C -2.32 -1.38 -4.37
C -6.01 0.78 1.74
C -2.13 -0.19 -2.19
C 1.30 -2.02 5.96
C -5.04 0.10 1.00
C 4.19 1.55 -1.80
C 0.05 0.50 -1.33
C 0.96 0.37 4.52
C -1.10 -0.45 3.53
C 6.25 2.99 -1.82
C 6.43 0.68 -2.52
C -3.91 -0.51 3.03
C 3.25 1.89 -2.81
C 2.30 -1.03 5.97
C -4.86 0.19 3.79
C 1.91 1.58 -2.65
C -0.34 -1.79 -5.71
C 3.70 1.01 -0.58
C 1.42 0.96 -1.47
C -4.27 -0.98 -2.92
C -0.69 -0.09 -2.32
C -0.03 -0.66 4.42
H 6.67 3.35 -2.77
H -4.75 0.01 -2.84
H 5.86 -0.25 -2.66
H 1.95 0.40 0.53
H -0.84 -1.39 -6.59
H 7.08 2.87 -1.12
H 0.73 -1.56 -5.70
H -4.70 -1.55 -3.74
H 5.56 3.75 -1.43
H -5.08 0.07 -0.09
H -3.23 -1.10 1.09
H 7.25 0.49 -1.81
H 1.21 1.83 -3.45
H -6.83 1.27 1.23
H 4.41 0.78 0.22
H 2.86 0.95 5.30
H -0.44 0.68 -0.37
H 3.61 2.36 -3.74
H -0.51 -2.87 -5.69
H -6.64 1.39 3.71
H -4.40 -1.51 -1.96
H 1.41 -2.93 6.55
H 0.73 1.32 4.02
H 6.88 0.98 -3.48
H -1.32 0.55 3.16
H -4.78 0.22 4.88
H -0.68 -2.58 5.31
H 3.22 -1.21 6.52
```

Question: The highest electronic energy belongs to which entry?
Answer: C28H28N7O2RhS

Question: What is the electronic energy in the third record?
Answer: -57859.94492 eV

Question: What is the max |F| in the first record?
Answer: 0.4 eV Å⁻¹